No. 1
10
Properties=species:S:1:pos:R:3:nbo_charge:R:1 method="wB97M-V/def2-TZVPD" lumo_ev="6.5 / 6.5" homo_ev="1.476 / 1.474" relative_energy_kcal_mol=26.0 charge=-2
C 1.11307 -0.92455 -0.17250 0.670
C 0.44518 0.28139 0.40505 -0.160
O 1.76869 -0.72151 -1.25368 -0.854
O -2.58881 -0.32428 1.13835 -1.059
O 1.00573 -2.02375 0.40101 -0.791
O -2.30532 1.22099 -0.72403 -1.049
O 0.89801 1.46105 -0.18367 -0.751
S -1.94584 -0.11990 -0.20167 1.354
H 0.34823 0.22470 1.45257 0.153
H 1.26105 0.92584 -0.86144 0.488

No. 2
7
Properties=species:S:1:pos:R:3:nbo_charge:R:1 method="wB97M-V/def2-TZVPD" lumo_ev=-1.5 homo_ev=-9.342 smiles="O=CC(=S)S" relative_energy_kcal_mol=14.6 charge=0
O -1.37501 1.33439 -0.52783 -0.470
C -0.21155 1.11798 -0.38752 0.378
C 0.32604 -0.29596 -0.07875 -0.450
S 1.88406 -0.50239 0.20698 0.123
S -0.91534 -1.48337 0.12060 0.136
H 0.55049 1.90530 -0.44415 0.141
H -0.25869 -2.07595 1.11066 0.143

No. 3
7
Properties=species:S:1:pos:R:3:nbo_charge:R:1 method="wB97M-V/def2-TZVPD" lumo_ev=-2.1 homo_ev=-9.512 smiles="OC(=S)C=S" relative_energy_kcal_mol=19.2 charge=0
O 0.45712 -0.93438 1.17417 -0.631
C 0.28458 -0.64499 -0.13959 0.121
S 0.15972 -1.78947 -1.29711 0.060
C -0.16760 0.71535 -0.44451 -0.323
S -1.01451 1.83308 0.45229 0.073
H 0.34082 -0.11018 1.69157 0.494
H -0.06014 0.93059 -1.43681 0.206

No. 4
8
Properties=species:S:1:pos:R:3:nbo_charge:R:1 method="wB97M-V/def2-TZVPD" lumo_ev=-1.8 homo_ev=-8.451 relative_energy_kcal_mol=102.6 charge=0
C 1.46486 0.65513 0.60835 -0.852
C -0.64326 0.82883 -1.01893 -0.691
P 1.07729 -0.92258 0.99910 0.505
P -0.76511 -0.82935 -0.38960 0.676
S -2.39068 -1.21288 0.56019 -0.563
S 0.44917 1.74684 -0.53793 0.662
H 2.00037 1.39662 1.07983 0.219
H -1.19266 -1.66262 -1.30101 0.044

No. 5
5
Properties=species:S:1:pos:R:3:nbo_charge:R:1 method="wB97M-V/def2-TZVPD" lumo_ev="-2.0 / -2.0" homo_ev="-9.287 / -9.191" smiles=C#S#C relative_energy_kcal_mol=129.0 charge=0
C -0.11885 1.41454 0.13294 -0.201
S -1.12398 -0.01850 -0.19031 0.403
C -0.32905 -1.41074 0.06720 -0.437
H 0.77565 1.18190 -0.27391 0.089
H 0.79623 -1.16720 0.26408 0.146

No. 6
6
Properties=species:S:1:pos:R:3:nbo_charge:R:1 method="wB97M-V/def2-TZVPD" lumo_ev=0.4 homo_ev=-8.680 smiles=SC#CS relative_energy_kcal_mol=51.8 charge=0
S -0.09085 2.10917 -0.64200 0.174
C -0.22595 0.58151 -0.05132 -0.322
C 0.04056 -0.73211 -0.31118 -0.250
S 0.39448 -2.36150 0.04116 0.155
H -1.20019 2.37373 -0.08067 0.119
H 1.08194 -1.97080 1.04401 0.125

No. 7
7
Properties=species:S:1:pos:R:3:nbo_charge:R:1 method="wB97M-V/def2-TZVPD" lumo_ev=-1.4 homo_ev=-9.061 smiles="S=CSC=S" relative_energy_kcal_mol=19.7 charge=0
S -2.87137 -0.39241 -0.23205 0.105
C -1.30845 0.00049 0.01810 -0.516
S -0.01518 -1.12289 0.22263 0.528
C 1.21213 -0.05760 0.05379 -0.542
S 2.83304 -0.38161 -0.25546 0.016
H -0.85027 0.99247 0.22781 0.205
H 1.00009 0.96156 -0.03482 0.205

No. 8
8
Properties=species:S:1:pos:R:3:nbo_charge:R:1 method="wB97M-V/def2-TZVPD" lumo_ev=-1.9 homo_ev=-8.901 smiles="S=C(S)C(=S)S" relative_energy_kcal_mol=0.8 charge=0
S 1.15837 1.50216 0.09484 0.049
C 0.53611 -0.01730 0.00209 -0.373
S 1.47084 -1.45883 -0.04326 0.196
C -0.98490 -0.33509 0.01491 -0.404
S -1.53473 -1.83913 0.09578 0.109
S -2.10877 0.98560 -0.04003 0.145
H 2.61205 -0.76848 -0.04765 0.133
H -1.14898 1.93106 -0.07669 0.146

No. 9
52
Properties=species:S:1:pos:R:3:nbo_charge:R:1 method="wB97M-V/def2-TZVPD" lumo_ev=0.2 homo_ev=-9.800 charge=0
O 1.34104 -1.32954 -2.66293 -0.601
C 1.31222 -1.55899 -1.48453 0.822
O 1.24563 -2.83656 -0.99610 -0.730
C 1.23149 -0.56259 -0.35326 -0.344
N -0.20158 -0.39746 -0.12985 -0.863
H 1.26158 -3.49209 -1.69475 0.509
H 1.74861 -0.92632 0.53000 0.223
H 1.71766 0.35187 -0.66936 0.231
H -0.51879 0.52398 -0.40228 0.375
H -0.45567 -0.57244 0.83496 0.397
H 3.98258 1.58270 -0.92326 0.511
H 4.82265 1.55633 -2.19244 0.477
O 4.02790 1.15312 -1.81625 -0.994
H 1.02685 1.17234 2.07220 0.520
H 0.44438 2.34281 1.12129 0.501
O 1.25715 1.92177 1.47517 -1.037
H -1.97498 -2.81379 -0.70866 0.513
H -0.48004 -3.06229 -0.49819 0.479
O -1.34729 -3.39718 -0.24430 -0.988
H 0.42881 -1.07726 3.01146 0.504
H -0.49938 0.17475 3.08928 0.512
O 0.44915 -0.10111 3.12355 -1.020
H -2.91128 -0.77826 -1.66832 0.512
H -3.92656 -1.91594 -1.84966 0.484
O -3.03980 -1.74301 -1.51684 -0.997
H 4.31747 2.07627 1.31932 0.477
H 2.83672 2.19864 0.91070 0.521
O 3.76269 2.35256 0.59043 -0.995
H -1.45806 -3.02217 2.84928 0.489
H -1.60161 -2.84174 1.29646 0.502
O -1.73410 -2.40419 2.16830 -1.013
H 0.71559 2.62873 -2.48304 0.520
H 0.89453 4.04072 -1.87675 0.481
O 0.22332 3.37808 -2.05133 -0.995
H -2.65068 0.45727 2.18394 0.506
H -1.70552 1.56797 1.70323 0.480
O -1.95853 1.08262 2.51151 -0.998
H -3.19870 -1.48156 1.84217 0.509
H -3.58053 -0.86294 0.51569 0.479
O -3.72559 -0.74053 1.46302 -0.985
H -2.29717 1.13009 -2.73880 0.494
H -2.74365 1.49432 -1.30556 0.501
O -2.91061 0.88441 -2.03494 -0.957
H -1.51152 3.66375 0.49756 0.492
H -0.54233 3.05654 -0.61129 0.519
O -1.07671 2.85111 0.20796 -1.034
H 1.75118 -3.20075 2.67587 0.485
H 0.77690 -2.96236 1.47861 0.490
O 0.90174 -2.81730 2.42242 -0.961
H 2.53112 1.39614 -2.70110 0.509
H 1.39054 0.45715 -3.13548 0.503
O 1.65117 1.40233 -3.14508 -1.016

No. 10
52
Properties=species:S:1:pos:R:3:nbo_charge:R:1 method="wB97M-V/def2-TZVPD" lumo_ev=-0.2 homo_ev=-8.173 relative_energy_kcal_mol=94.4 charge=0
C 0.59833 2.01416 -2.19204 -0.654
C -0.83025 1.54150 -2.44355 -0.454
S -2.15986 2.95265 -2.41396 -0.009
S -1.56149 4.59139 -1.37083 -0.122
H 0.70616 2.25902 -1.13627 0.221
H 0.76165 2.81274 -2.92201 0.226
H 1.39218 1.25405 -2.27849 0.227
H -1.20392 0.79065 -1.74480 0.184
H -1.06995 1.24793 -3.44954 0.213
H -1.44581 3.85900 -0.23291 0.152
H -1.72429 0.25207 4.39075 0.462
H -2.47878 -0.68075 3.44925 0.486
O -1.84295 -0.62078 4.15521 -0.945
H 3.36945 0.20051 0.56396 0.479
H 2.04325 0.29861 1.18154 0.522
O 2.58654 -0.23517 0.59390 -0.968
H 2.04334 -2.10167 -3.15297 0.488
H 0.83094 -2.97725 -3.19206 0.453
O 1.82748 -3.04381 -3.26090 -0.940
H 1.48016 -2.98701 1.18539 0.488
H 2.49298 -1.98913 1.78080 0.478
O 1.90521 -2.64047 2.09001 -0.978
H -0.63990 0.10275 1.40959 0.512
H -1.68039 0.19577 0.33173 0.481
O -1.39896 0.59913 1.16110 -0.994
H 3.78472 0.30127 -2.05134 0.473
H 2.59170 0.04168 -1.11793 0.499
O 3.04063 -0.38017 -1.94081 -1.001
H -0.30935 -2.91635 0.39592 0.484
H -1.84583 -2.91347 0.07314 0.486
O -1.10049 -2.35046 0.13412 -0.972
H 3.29621 2.90555 1.36003 0.465
H 1.83494 2.69685 1.73385 0.515
O 2.68051 2.23024 1.40772 -1.008
H -0.55067 2.14225 1.62128 0.504
H 0.17353 1.94073 2.90533 0.482
O 0.17857 2.53014 2.13672 -0.977
H -2.44959 -2.84810 -2.95598 0.472
H -1.20294 -3.10025 -2.15152 0.474
O -2.16091 -3.11057 -2.00027 -0.946
H -3.88034 -1.30713 -1.49936 0.477
H -3.57593 0.00065 -0.69752 0.459
O -4.30870 -0.52991 -1.02125 -0.935
H 2.20883 -2.78329 -0.92227 0.522
H 2.00374 -4.24284 -0.53506 0.485
O 1.63264 -3.43244 -0.41729 -0.956
H 1.00777 -1.16343 2.09567 0.495
H 0.51960 -0.77210 3.53657 0.517
O 0.65501 -0.39698 2.55014 -1.029
H -2.68537 2.55364 1.27764 0.475
H -2.63069 3.70942 2.24505 0.471
O -2.90872 3.49917 1.33451 -0.937

No. 11
53
Properties=species:S:1:pos:R:3:nbo_charge:R:1 method="wB97M-V/def2-TZVPD" lumo_ev=-2.5 homo_ev=-13.349 relative_energy_kcal_mol=29.8 charge=+1
C 1.00119 1.48102 -3.72464 -0.441
N 1.31531 1.44054 -2.20505 -0.524
C 2.03378 2.76584 -1.91209 -0.419
H 0.09360 2.03020 -4.02604 0.237
H 1.84132 1.85367 -4.32463 0.229
H 0.71458 0.47712 -4.05640 0.252
H 1.86269 0.64081 -1.95175 0.456
H 0.48833 1.49322 -1.60232 0.476
H 2.02857 3.52849 -2.67076 0.227
H 3.09544 2.55312 -1.83039 0.229
H 1.63843 3.17329 -0.99643 0.243
H 4.72416 -2.22913 1.43699 0.474
H 3.76049 -2.65634 2.36418 0.472
O 4.41148 -1.94109 2.30437 -0.945
H -0.69912 -2.94385 2.57438 0.493
H -0.44188 -1.36586 3.02327 0.509
O -1.01833 -2.13450 2.98549 -1.007
H -3.30718 3.58312 -1.86052 0.468
H -3.52822 3.40161 -0.49888 0.473
O -2.74777 3.40057 -1.07385 -0.941
H -3.19782 1.79270 3.35594 0.485
H -4.18653 0.67993 3.01124 0.485
O -3.59272 1.32484 2.61433 -0.965
H -4.86236 1.74015 1.15705 0.486
H -4.37546 0.45005 0.47616 0.463
O -4.94396 1.20874 0.36506 -0.953
H 1.14502 0.78402 2.75779 0.498
H -0.00214 1.11626 3.63164 0.482
O 0.18186 0.59520 2.81305 -0.980
H 1.16570 -2.01566 -0.42432 0.503
H 2.50078 -2.22556 -1.11371 0.469
O 2.04823 -1.58912 -0.55795 -0.996
H -3.00168 -3.06039 0.86818 0.487
H -2.56660 -1.64006 0.97578 0.488
O -2.71629 -2.32427 0.31339 -0.952
H -0.48615 -3.82030 -0.14332 0.489
H -0.89686 -2.32059 0.36616 0.510
O -0.17586 -2.98878 0.21003 -0.997
H -1.45199 1.55284 0.06499 0.502
H -0.26887 1.90231 0.84175 0.493
O -0.53017 1.89287 -0.10272 -0.973
H -2.17462 -3.56889 -2.16187 0.496
H -1.95969 -3.00033 -3.66724 0.493
O -1.55889 -3.32492 -2.86183 -0.982
H 3.78480 0.00972 3.23846 0.502
H 2.76174 -0.51176 4.14320 0.488
O 2.84830 0.16757 3.40673 -0.980
H 0.59515 -2.83405 -3.49775 0.487
H -0.32736 -1.79021 -2.81765 0.489
O 0.52482 -1.92195 -3.22577 -0.980
H 3.38244 1.24539 1.34318 0.475
H 2.09958 1.82008 1.48272 0.447
O 2.97076 2.10232 1.18234 -0.920

No. 12
59
Properties=species:S:1:pos:R:3:nbo_charge:R:1 method="wB97M-V/def2-TZVPD" lumo_ev=2.1 homo_ev=-6.210 relative_energy_kcal_mol=12.3 charge=-1
C 1.15458 0.10668 -1.10163 -0.644
C 0.26258 -0.28232 0.09137 -0.075
O -0.95942 -0.80232 -0.27563 -1.023
H 1.70258 -0.72632 -1.48963 0.211
H 1.98358 0.66868 -0.78163 0.212
H 0.60758 0.60168 -1.90363 0.192
H 0.21858 0.59168 0.72337 0.121
H 0.71658 -1.08532 0.78837 0.134
O 0.69158 1.82768 3.01437 -0.977
H 0.39658 1.58568 3.91437 0.483
H 1.47458 1.32868 2.80537 0.503
O 0.35658 3.17368 0.80337 -1.011
H 0.47858 2.78868 1.67337 0.495
H -0.40042 2.70968 0.45637 0.503
O -2.98742 -3.13432 -1.21063 -0.935
H -2.76342 -3.91932 -1.70663 0.459
H -2.20542 -2.60232 -1.31363 0.474
O -1.17742 -3.02532 1.10637 -0.981
H -1.53842 -3.12332 1.99737 0.481
H -0.93242 -2.14832 0.82737 0.513
O 0.10958 -1.32232 3.56537 -0.971
H 0.51258 -0.86632 4.33537 0.462
H -0.64542 -0.77932 3.31437 0.513
O -0.68142 -0.08932 -4.81063 -1.008
H -0.35942 -1.00232 -4.92063 0.485
H -1.22342 0.03068 -4.02963 0.505
O 0.62558 3.93568 -1.71263 -1.013
H 0.61458 3.27068 -2.43763 0.491
H 0.79558 3.57068 -0.84863 0.485
O -2.19542 -0.27332 -2.63263 -0.972
H -1.51342 -0.32532 -1.96363 0.506
H -2.79142 0.41568 -2.38063 0.466
O 1.37658 -3.62532 1.01137 -1.003
H 0.44058 -3.56132 1.18937 0.509
H 1.69658 -4.42832 1.40237 0.469
O 3.05258 1.04168 1.94537 -0.967
H 3.50958 1.11868 2.79037 0.477
H 3.13958 0.07568 1.84137 0.517
O 2.95358 3.47668 0.78837 -0.986
H 3.04458 2.56468 1.05637 0.468
H 2.00558 3.45468 0.70937 0.476
O 2.70758 -1.77132 2.62037 -1.008
H 2.53958 -2.33432 1.87137 0.498
H 1.78258 -1.52832 2.78837 0.493
O 0.22158 2.33368 -3.92863 -0.981
H 0.03158 2.75868 -4.75363 0.477
H 0.26558 1.38568 -4.07763 0.506
O -3.60842 -0.52732 0.09437 -0.961
H -3.93242 0.00968 -0.63963 0.447
H -2.80342 -0.93632 -0.26663 0.507
O -1.74442 0.56868 2.40737 -0.978
H -2.19142 0.49168 1.59337 0.507
H -0.89942 0.89568 2.14537 0.476
O -1.58142 2.06368 -0.54863 -0.970
H -1.19542 1.16368 -0.56163 0.500
H -1.74942 2.26768 -1.46163 0.485
O 0.13158 -2.86432 -1.63463 -1.000
H 0.83258 -3.06232 -1.03063 0.477
H -0.35342 -2.13032 -1.24863 0.480

Number 1: calculated total energy -23177.4581 eV. Number 2: calculated total energy -25823.1077 eV. Number 3: calculated total energy -25822.9081 eV. Number 4: calculated total energy -42349.9723 eV. Number 5: calculated total energy -12934.3946 eV. Number 6: calculated total energy -23773.3668 eV. Number 7: calculated total energy -34610.2501 eV. Number 8: calculated total energy -45446.2991 eV. Number 9: calculated total energy -36863.4942 eV. Number 10: calculated total energy -52960.1455 eV. Number 11: calculated total energy -32807.0766 eV. Number 12: calculated total energy -39565.1402 eV.